3 unconnected molecules or ions with the total composition C21H47N3O3, computed with wB97M-V/def2-TZVPD.

Structure (XYZ):
```
74
Properties=species:S:1:pos:R:3:forces:R:3:lowdin_charge:R:1
C -1.179363 0.923485 -3.447842 0.07 0.03 0.08 -0.06
C -1.547720 2.406918 -3.456431 0.09 -0.20 0.10 -0.25
O -2.510529 2.693950 -4.458517 0.05 0.25 0.05 -0.13
C -3.768104 3.115226 -4.014502 -0.09 -0.05 -0.06 -0.18
C -4.763960 1.987455 -3.746012 -0.07 0.07 0.13 -0.18
C -6.244669 2.378213 -3.822019 0.31 -0.07 -0.20 -0.09
C -6.846393 0.987369 -3.728411 0.10 0.07 0.36 -0.30
C -8.331397 0.761397 -3.956602 -0.06 -0.18 -0.30 -0.18
N -9.165920 0.939444 -2.777075 0.35 0.21 -0.01 -0.11
C -9.210205 2.312198 -2.262996 -0.01 -0.12 0.03 -0.13
O -6.046063 0.256933 -4.681401 -0.01 0.02 0.13 0.05
C -4.784470 0.793907 -4.702068 -0.26 0.11 -0.02 -0.42
O -3.937803 0.344681 -5.402920 0.28 -0.15 -0.08 0.16
H -0.101446 0.802290 -3.332924 -0.01 -0.06 0.03 0.06
H -1.484527 0.472431 -4.390696 0.04 0.02 -0.02 0.07
H -1.662231 0.378424 -2.635386 -0.06 -0.01 -0.04 0.07
H -1.915382 2.719472 -2.472302 -0.03 0.03 -0.04 0.11
H -0.663848 3.012654 -3.667453 -0.02 0.02 -0.10 0.11
H -4.171447 3.792836 -4.770868 -0.01 -0.10 -0.11 0.13
H -3.670295 3.696064 -3.088593 -0.05 0.07 -0.03 0.13
H -4.586792 1.582307 -2.740174 0.14 -0.10 -0.08 0.16
H -6.398202 2.751730 -4.840387 -0.33 0.20 0.12 0.14
H -6.591868 3.108042 -3.094940 0.05 -0.09 0.11 0.12
H -6.596459 0.583580 -2.733718 -0.16 -0.03 -0.01 0.15
H -8.450152 -0.269481 -4.295972 0.01 -0.01 -0.02 0.13
H -8.710819 1.397269 -4.760540 0.05 0.05 0.02 0.13
H -8.796235 0.334732 -2.052480 -0.25 -0.09 0.03 0.10
H -10.180840 2.502565 -1.805259 0.00 0.06 0.00 0.07
H -8.439297 2.522887 -1.513177 0.04 0.04 -0.04 0.07
H -9.069098 3.015442 -3.084479 -0.13 0.01 0.00 0.08
C 0.519824 -3.215745 -2.157579 0.00 0.02 -0.01 -0.09
C 1.251282 -2.124418 -1.391319 0.00 -0.03 -0.06 -0.28
N 0.669939 -1.849107 -0.088631 0.02 0.00 0.00 -0.20
C 1.178325 -0.635232 0.524905 -0.04 0.10 0.01 -0.25
C 2.660869 -0.589502 0.913201 0.00 0.06 0.05 -0.08
C 0.530394 -2.996302 0.794285 -0.04 -0.07 0.04 -0.24
C 1.797259 -3.785118 1.152922 -0.03 -0.01 0.04 -0.08
H -0.540449 -2.976834 -2.251223 0.00 -0.01 0.02 0.08
H 0.941004 -3.304836 -3.159561 -0.01 0.00 0.00 0.07
H 0.612658 -4.190548 -1.677542 0.01 0.00 0.00 0.06
H 1.190949 -1.198357 -1.970402 0.03 0.03 0.04 0.11
H 2.320794 -2.384952 -1.340506 0.00 0.00 0.02 0.10
H 0.571348 -0.429468 1.411302 0.00 -0.03 0.01 0.11
H 0.978005 0.185299 -0.171697 0.01 -0.04 -0.04 0.11
H 2.867028 -1.183448 1.802850 0.02 -0.05 -0.04 0.04
H 2.948280 0.440479 1.136627 0.00 0.00 0.01 0.07
H 3.305756 -0.941568 0.107121 -0.01 -0.01 -0.01 0.07
H -0.184328 -3.684945 0.338639 0.01 0.01 -0.04 0.10
H 0.048973 -2.644135 1.710383 0.03 0.02 0.00 0.11
H 2.423971 -3.961531 0.277291 -0.01 -0.01 -0.01 0.07
H 1.520654 -4.760323 1.558138 0.00 0.00 0.01 0.07
H 2.403332 -3.280384 1.904258 0.03 0.02 -0.04 0.04
C 6.773826 1.133192 6.792475 -0.02 -0.01 0.03 -0.09
C 5.982652 -0.024869 6.204451 0.03 0.00 0.00 -0.28
N 5.261661 0.331035 4.994374 0.04 -0.03 0.00 -0.20
C 4.293796 -0.669357 4.583083 -0.16 -0.03 0.01 -0.25
C 4.808950 -2.046367 4.146007 -0.04 0.00 -0.04 -0.09
C 6.062944 0.912433 3.929241 0.03 0.07 -0.05 -0.24
C 7.240560 0.091935 3.386298 -0.01 0.02 -0.04 -0.08
H 6.126042 1.993354 6.966789 0.00 0.01 -0.03 0.08
H 7.211480 0.832725 7.745240 -0.01 0.01 0.00 0.07
H 7.592156 1.444951 6.142738 0.00 -0.01 0.00 0.06
H 5.235100 -0.345654 6.935467 0.00 -0.03 -0.02 0.12
H 6.661591 -0.881691 6.065018 0.00 0.01 -0.01 0.10
H 3.695553 -0.241947 3.773924 0.03 0.03 0.00 0.09
H 3.601848 -0.811307 5.419433 0.05 0.01 0.04 0.11
H 5.266390 -2.019616 3.157292 0.04 0.01 0.02 0.06
H 3.974496 -2.749711 4.097745 0.00 0.00 0.00 0.06
H 5.536587 -2.451669 4.850113 0.00 0.00 0.00 0.07
H 6.447773 1.871176 4.283658 0.00 -0.01 0.04 0.10
H 5.382559 1.159131 3.109853 -0.01 -0.03 0.00 0.11
H 7.820274 -0.363325 4.190897 0.01 0.02 0.01 0.07
H 7.914555 0.742858 2.826223 -0.01 0.00 -0.01 0.07
H 6.918874 -0.700723 2.712362 0.00 -0.03 0.04 0.05
```
Forces are in eV/Å.

Calculated values
Lowest unoccupied orbital energy = 0.6820 eV
Maximum force = 0.41 eV/Å
DFT total energy = -33150.76273 eV
Kohn-Sham gap = 0.32431 Ha
E_HOMO = -8.14 eV